Entry from OMol25: C23H25AgFN4O6 as an isolated structure at a distorted geometry (wB97M-V/def2-TZVPD).

Output
orbital gap	6.25	eV
strongest force on any atom	3.13	eV/A
charge	+1

Geometry (Å):
Ag  0.23755  0.10491  -4.09464
O  -1.25801  -0.16180  -5.98903
C  -0.83610  -0.24652  -7.14515
O  0.84234  1.56694  -5.56343
C  0.88600  1.47607  -6.80354
O  1.67303  2.26296  -7.53640
N  0.19375  0.59231  -7.61377
C  1.44504  1.98072  -8.95869
C  0.54067  0.78297  -9.02687
H  2.41094  1.79428  -9.44026
H  0.96136  2.85887  -9.40349
H  1.06220  -0.09848  -9.41830
H  -0.35380  0.96924  -9.62983
C  -1.33787  -1.19073  -8.12893
C  -2.47698  -1.87033  -7.89969
H  -0.75744  -1.33209  -9.04576
H  -3.07472  -1.69233  -7.00585
H  -2.81197  -2.60218  -8.63355
F  -0.53600  3.52089  2.73472
C  -0.37173  2.17410  2.49955
C  -0.36351  1.73454  1.19484
C  -0.09920  0.37433  0.91709
C  -0.04938  -0.12060  -0.47802
O  -0.20534  0.63288  -1.46013
C  0.24553  -1.54247  -0.63062
C  0.56054  -2.28211  0.47864
N  0.40417  -1.85866  1.77707
C  0.63966  -2.75030  2.84435
C  0.68595  -4.22999  2.63093
C  1.94882  -3.47827  2.88098
C  0.16782  -0.49378  2.00538
C  0.21953  -0.00807  3.32156
C  -0.11679  1.33208  3.61280
N  -0.15047  1.78367  4.92623
C  0.79563  1.28151  5.90878
C  0.05690  0.73145  7.11668
N  -0.85207  1.80385  7.59237
C  -1.78582  2.40478  6.61040
C  -0.96265  2.88018  5.41803
C  0.28235  -2.28603  -1.96238
O  0.68732  -3.46072  -1.89343
O  -0.13965  -1.69262  -3.01416
H  -0.54994  2.40935  0.36712
H  0.89389  -3.31300  0.39957
H  0.22097  -2.46462  3.80700
H  0.33364  -4.83021  3.46705
H  0.49163  -4.64025  1.64478
H  2.62677  -3.32772  2.03499
H  2.38822  -3.59755  3.87319
H  0.50335  -0.67247  4.13889
H  1.46630  2.10081  6.23226
H  1.41934  0.50735  5.45709
H  -0.56642  -0.12936  6.87064
H  0.73638  0.46889  7.92979
H  -1.38704  1.46918  8.39570
H  -0.24673  2.56822  7.90110
H  -2.31774  3.22757  7.09294
H  -2.49946  1.62904  6.32724
H  -0.29962  3.70483  5.73683
H  -1.62112  3.24452  4.62932

Atomic partial charges in e from the Mulliken method, atoms 1 to 2: 0.748, -0.617